Entry 1:
91
Properties=species:S:1:pos:R:3 method="wB97M-V/def2-TZVPD" s_squared=6.004 multiplicity=5 total_charge=+1 gap_ev="7.58 / 7.59" e_tot_ha=-4361.5269
Pm 0.17 -0.01 0.74
N -0.82 0.74 -4.07
C 0.18 1.61 -4.58
C 0.61 1.49 -5.89
C 1.58 2.35 -6.38
C 2.14 3.31 -5.56
C 1.73 3.41 -4.23
C 0.73 2.57 -3.75
S 0.15 2.72 -2.10
N -0.47 1.16 -1.78
C -0.94 0.46 -2.74
C -1.76 -0.76 -2.40
C -2.69 -1.25 -3.30
C -3.44 -2.36 -2.95
C -3.22 -2.93 -1.71
C -2.30 -2.35 -0.86
N -1.58 -1.28 -1.19
H -1.11 0.01 -4.70
H 0.18 0.72 -6.53
H 1.91 2.26 -7.41
H 2.90 3.99 -5.93
H 2.16 4.15 -3.58
H -2.88 -0.75 -4.25
H -4.17 -2.77 -3.63
H -3.77 -3.81 -1.39
H -2.15 -2.72 0.14
O 1.30 -1.07 -0.83
C 2.36 -1.79 -1.16
C 2.41 -2.40 -2.42
C 3.50 -3.15 -2.82
C 4.58 -3.33 -1.95
C 4.53 -2.74 -0.70
C 3.44 -1.97 -0.29
C 3.45 -1.36 1.05
N 2.47 -0.73 1.68
C 2.97 -0.34 2.91
C 4.25 -0.74 3.03
N 4.54 -1.38 1.85
H 1.56 -2.26 -3.08
H 3.51 -3.61 -3.80
H 5.43 -3.93 -2.24
H 5.37 -2.92 -0.04
H 2.36 0.19 3.63
H 4.97 -0.64 3.83
H 5.42 -1.80 1.61
C 3.20 1.28 -1.73
C 3.15 1.89 -0.36
N 2.12 1.90 0.45
C 2.41 2.60 1.61
C 3.66 3.10 1.68
S 4.51 2.71 0.26
C 1.37 2.75 2.64
C 1.32 3.78 3.52
S -0.01 3.57 4.56
C -0.45 2.13 3.76
N 0.36 1.81 2.78
C -1.67 1.39 4.19
H 2.29 0.70 -1.91
H 4.06 0.62 -1.83
H 3.27 2.06 -2.48
H 4.12 3.64 2.50
H 1.97 4.64 3.58
H -1.96 1.67 5.20
H -1.51 0.31 4.13
H -2.50 1.60 3.51
I 0.09 -2.18 4.37
C 0.11 -3.95 3.23
I 0.55 -3.68 1.18
H -0.87 -4.40 3.30
H 0.88 -4.60 3.63
N -1.42 3.51 1.04
N -1.75 2.17 0.63
H -2.14 4.16 0.73
H -0.57 3.77 0.56
H -2.15 2.15 -0.31
H -2.45 1.80 1.27
C -5.40 -0.77 0.98
C -4.57 -1.08 2.23
C -4.75 -2.56 2.61
C -5.04 -0.20 3.39
C -3.14 -0.83 1.96
C -1.94 -0.67 1.75
H -6.46 -0.94 1.18
H -5.09 -1.41 0.15
H -5.27 0.27 0.68
H -5.80 -2.77 2.81
H -4.17 -2.80 3.51
H -4.41 -3.21 1.80
H -6.10 -0.39 3.61
H -4.94 0.86 3.14
H -4.46 -0.39 4.30

=====

Entry 2:
94
Properties=species:S:1:pos:R:3 method="wB97M-V/def2-TZVPD" total_charge=-1 gap_ev=5.57 e_tot_ha=-3949.3428
Sr 0.41 0.27 1.61
O -0.12 3.33 -2.15
C 0.55 2.72 -1.17
O 1.19 1.71 -1.32
C 0.49 3.43 0.16
C 0.09 4.74 0.32
C 0.24 5.31 1.59
C 0.76 4.56 2.62
C 1.09 3.23 2.38
N 0.97 2.69 1.17
C 1.62 2.24 3.43
O 2.11 2.76 4.58
O 2.12 1.17 3.03
H -0.07 2.72 -2.92
H -0.31 5.29 -0.52
H -0.05 6.34 1.76
H 0.87 4.99 3.60
H 1.46 3.34 4.99
N 2.07 -1.71 2.58
C 1.79 -2.84 3.48
C 1.06 -3.96 2.77
C -0.31 -3.58 2.19
C -1.25 -2.86 3.16
N -1.10 -1.40 3.12
H 2.83 -1.96 1.95
H 2.38 -0.92 3.13
H 1.19 -2.44 4.30
H 2.70 -3.23 3.93
H 0.93 -4.78 3.48
H 1.69 -4.34 1.96
H -0.79 -4.49 1.83
H -0.17 -2.93 1.32
H -1.09 -3.22 4.18
H -2.28 -3.11 2.90
H -0.71 -1.08 4.02
H -2.01 -0.94 3.08
O -0.31 3.57 9.16
C -0.29 2.83 8.20
S 0.20 1.13 8.25
C 0.03 0.73 6.55
C -0.43 1.75 5.78
S -0.66 1.80 4.06
S -0.74 3.30 6.56
S 0.49 -0.88 6.13
C 2.07 1.09 -4.09
O 0.70 1.44 -4.29
C -0.10 0.51 -4.91
C -0.84 0.96 -6.00
C -1.66 0.08 -6.70
C -1.74 -1.25 -6.32
C -1.03 -1.68 -5.21
C -0.22 -0.81 -4.48
N 0.42 -1.22 -3.29
C -0.08 -0.87 -2.03
N -1.22 -0.16 -2.11
C -1.91 0.72 -1.20
C -1.68 0.78 0.16
C -2.44 1.77 0.82
C -3.34 2.61 0.20
C -3.56 2.50 -1.18
C -2.83 1.54 -1.87
O -2.91 1.37 -3.25
C -3.85 2.14 -3.96
N 0.55 -1.20 -0.94
C 1.68 -2.03 -1.02
C 2.90 -1.53 -0.57
C 4.04 -2.32 -0.50
C 3.98 -3.65 -0.89
C 2.78 -4.17 -1.36
C 1.65 -3.37 -1.44
O 0.53 -3.91 -2.05
C -0.60 -4.13 -1.21
H 2.61 2.03 -4.05
H 2.43 0.50 -4.95
H 2.22 0.53 -3.17
H -0.75 1.99 -6.28
H -2.22 0.44 -7.55
H -2.36 -1.95 -6.86
H -1.12 -2.70 -4.85
H 0.81 -2.16 -3.32
H -1.58 -0.08 -3.04
H -2.33 1.89 1.89
H -3.89 3.36 0.76
H -4.25 3.15 -1.69
H -3.80 1.81 -5.00
H -3.62 3.20 -3.90
H -4.86 1.97 -3.58
H 2.94 -0.49 -0.27
H 4.97 -1.89 -0.15
H 4.86 -4.28 -0.83
H 2.70 -5.19 -1.69
H -1.40 -4.50 -1.86
H -0.93 -3.21 -0.73
H -0.36 -4.88 -0.46

=====

Entry 3:
83
Properties=species:S:1:pos:R:3 method="wB97M-V/def2-TZVPD" total_charge=+2 gap_ev=7.20 e_tot_ha=-6246.2257
Pt -0.17 -1.04 -0.25
O 6.37 -1.39 1.88
C 6.11 -1.38 0.50
C 4.62 -1.34 0.31
C 4.08 -1.09 -0.95
C 2.71 -1.04 -1.09
N 1.87 -1.23 -0.05
C 2.39 -1.54 1.16
C 3.75 -1.58 1.37
C 1.39 -1.84 2.22
C 1.76 -2.22 3.50
C 0.78 -2.44 4.46
C 1.19 -2.82 5.86
O 2.37 -3.59 5.87
C -0.54 -2.28 4.09
C -0.84 -1.92 2.79
N 0.10 -1.72 1.86
H 7.32 -1.51 2.03
H 6.50 -2.27 0.00
H 6.54 -0.50 0.01
H 4.71 -0.91 -1.81
H 2.25 -0.82 -2.04
H 4.16 -1.80 2.34
H 2.80 -2.36 3.77
H 0.36 -3.31 6.38
H 1.41 -1.90 6.41
H 2.15 -4.53 5.93
H -1.35 -2.44 4.79
H -1.87 -1.80 2.46
C -3.36 -3.24 0.77
C -3.70 -1.83 0.30
As -2.44 -1.18 -1.02
C -2.39 -2.55 -2.38
C -3.75 -2.79 -3.05
C -3.29 0.38 -1.76
C -4.82 0.35 -1.78
H -3.99 -3.53 1.61
H -2.32 -3.34 1.08
H -3.52 -3.97 -0.03
H -3.68 -1.10 1.12
H -4.69 -1.80 -0.13
H -2.03 -3.46 -1.90
H -1.64 -2.25 -3.11
H -4.55 -2.95 -2.33
H -3.69 -3.69 -3.67
H -4.03 -1.96 -3.70
H -2.87 0.53 -2.76
H -2.94 1.21 -1.15
H -5.22 -0.49 -2.33
H -5.18 1.26 -2.26
H -5.23 0.33 -0.77
C 4.53 2.87 -0.52
C 3.88 2.30 0.58
C 2.60 1.78 0.43
C 1.98 1.83 -0.82
C 2.62 2.41 -1.91
C 3.90 2.93 -1.75
As 0.18 1.19 -0.98
C -0.88 2.28 0.18
C -0.91 2.30 1.57
C -1.72 3.22 2.20
C -2.49 4.11 1.45
C -2.46 4.09 0.07
C -1.64 3.17 -0.59
C -1.48 3.04 -2.06
C -2.16 3.79 -3.01
C -1.93 3.55 -4.36
C -1.04 2.57 -4.78
C -0.36 1.81 -3.83
C -0.59 2.06 -2.49
H 5.52 3.28 -0.40
H 4.36 2.27 1.54
H 2.10 1.36 1.28
H 2.13 2.47 -2.87
H 4.40 3.39 -2.59
H -0.31 1.60 2.15
H -1.75 3.27 3.28
H -3.12 4.83 1.96
H -3.06 4.79 -0.50
H -2.86 4.56 -2.72
H -2.46 4.14 -5.10
H -0.87 2.40 -5.83
H 0.32 1.03 -4.15